# 1
{"formula": "C3H3N3O", "method": "the ωB97M-V functional and the def2-TZVPD basis", "fmax_ev_per_a": 4.642, "de_lowest_kj_mol": 594.62, "gap_ha": [0.3089, 0.3089], "lumo_energy_ev": [-0.666, -0.667], "energy_ha": -355.4134, "species": ["C", "C", "C", "N", "N", "N", "O", "H", "H", "H"], "xyz": [[-0.77, 1.03, 1.14], [-0.47, 0.59, -1.17], [0.71, -1.11, -0.03], [-1.89, 1.16, 1.26], [-0.01, -0.53, -1.15], [0.51, 1.09, 0.84], [1.16, -0.12, 0.77], [-1.04, 1.30, -1.69], [0.12, -1.88, 0.52], [1.68, -1.53, -0.50]], "lowdin_charge": [-0.47, 0.17, -0.25, 0.13, 0.10, 0.04, -0.13, 0.10, 0.15, 0.16]}

---

# 2
{"formula": "C3H3N3O", "method": "the ωB97M-V functional and the def2-TZVPD basis", "fmax_ev_per_a": 0.926, "smiles": "Oc1cnncn1", "de_lowest_kj_mol": 302.26, "gap_ha": [0.3522, 0.3521], "lumo_energy_ev": [-0.206, -0.207], "energy_ha": -355.5248, "species": ["O", "C", "C", "N", "N", "C", "N", "H", "H", "H"], "xyz": [[-1.05, 1.66, -0.16], [-0.89, 0.33, -0.09], [-0.64, -0.31, 1.16], [0.65, -0.57, 1.25], [1.49, -0.62, 0.22], [0.86, -0.71, -0.95], [-0.37, -0.24, -1.14], [-0.18, 1.92, -0.51], [-1.29, -0.43, 2.03], [1.40, -1.03, -1.83]], "lowdin_charge": [0.10, -0.39, -0.06, 0.04, 0.01, -0.21, 0.16, 0.13, 0.12, 0.11]}

---

# 3
{"formula": "C3H3N3O", "method": "the ωB97M-V functional and the def2-TZVPD basis", "fmax_ev_per_a": 1.012, "smiles": "[H]/N=N\\C(C=C=O)=N/[H]", "de_lowest_kj_mol": 289.68, "gap_ha": 0.3437, "lumo_energy_ev": -0.455, "energy_ha": -355.5296, "species": ["H", "N", "N", "C", "C", "C", "O", "N", "H", "H"], "xyz": [[1.36, -0.91, 0.58], [1.49, -1.27, -0.39], [0.71, -0.74, -1.19], [-0.25, 0.27, -0.75], [-0.52, 0.57, 0.66], [-0.26, -0.15, 1.74], [-0.05, -0.72, 2.73], [-0.85, 0.91, -1.66], [-0.53, 0.57, -2.57], [-1.10, 1.46, 0.85]], "lowdin_charge": [0.04, 0.10, -0.01, -0.43, -0.04, -0.19, 0.19, 0.15, 0.06, 0.13]}

---

# 4
{"formula": "C3H3N3O", "method": "the ωB97M-V functional and the def2-TZVPD basis", "fmax_ev_per_a": 4.098, "de_lowest_kj_mol": 883.33, "gap_ha": [0.2665, 0.2524], "lumo_energy_ev": [-1.980, -2.161], "energy_ha": -355.3034, "species": ["C", "C", "C", "N", "N", "N", "O", "H", "H", "H"], "xyz": [[-1.09, -0.99, -0.02], [0.09, 0.98, 0.01], [-1.23, 0.42, -0.08], [0.16, -1.28, 0.08], [-2.34, 1.04, -0.11], [0.91, -0.17, 0.08], [-3.76, -0.45, 0.26], [-2.06, -1.46, -0.06], [0.33, 1.99, 0.02], [1.95, -0.36, -0.08]], "lowdin_charge": [-0.09, 0.09, -0.45, 0.03, 0.23, 0.01, -0.23, 0.10, 0.10, 0.20]}

---

# 5
{"formula": "C3H3N3O", "method": "the ωB97M-V functional and the def2-TZVPD basis", "fmax_ev_per_a": 0.653, "smiles": "[H]/N=C1\\N=N[C@@H]1C=O", "de_lowest_kj_mol": 337.35, "gap_ha": 0.3508, "lumo_energy_ev": -0.453, "energy_ha": -355.5114, "species": ["H", "N", "C", "N", "N", "C", "C", "O", "H", "H"], "xyz": [[-1.76, -1.77, -1.21], [-1.28, -1.46, -0.36], [-0.82, -0.31, -0.52], [-0.68, 0.58, -1.67], [0.23, 1.26, -1.13], [0.10, 0.62, 0.24], [1.27, 0.05, 1.04], [1.36, -1.13, 1.29], [-0.40, 1.37, 0.86], [1.98, 0.78, 1.46]], "lowdin_charge": [0.07, 0.20, -0.39, 0.08, 0.09, -0.20, -0.21, 0.08, 0.14, 0.12]}

---

# 6
{"formula": "C3H3N3O", "method": "the ωB97M-V functional and the def2-TZVPD basis", "fmax_ev_per_a": 6.415, "de_lowest_kj_mol": 382.61, "gap_ha": 0.3423, "lumo_energy_ev": -0.425, "energy_ha": -355.4942, "species": ["O", "C", "C", "N", "N", "C", "N", "H", "H", "H"], "xyz": [[-1.80, -1.08, 0.21], [-0.68, -0.41, 0.01], [0.13, -0.63, -1.13], [1.28, -0.01, -1.29], [1.84, 0.48, -0.18], [1.01, 0.74, 0.80], [-0.32, 0.50, 0.87], [-2.10, -0.82, 1.10], [-0.79, 0.00, -2.05], [1.43, 1.25, 1.66]], "lowdin_charge": [0.11, -0.48, -0.09, 0.01, 0.02, -0.19, 0.15, 0.14, 0.24, 0.11]}